No. 1
Here is a structure of composition C26H35BN10Ti at a distorted geometry from the Open Molecules 2025 dataset. Energies are from ωB97M-V/def2-TZVPD.

```
73
Properties=species:S:1:pos:R:3:forces:R:3
Ti -0.5461 0.6253 0.9275 -2.130 0.795 -1.064
N 0.4473 0.6633 -1.8508 0.573 2.236 2.568
N 0.6068 -1.4861 -3.3687 0.834 1.275 3.137
N -0.4750 -1.4456 -1.0847 -0.139 -2.534 2.624
N -0.1500 1.4751 -0.7882 0.184 -0.616 -1.275
N -3.2999 1.8461 3.8431 -0.504 -0.735 -1.226
N -2.7483 0.1929 -2.1163 1.316 -0.347 0.403
N 3.2006 -1.7415 -0.3323 0.837 1.356 -1.623
N -1.9257 1.7558 2.0872 -0.850 -0.235 -1.368
N -1.2247 -0.9595 0.0490 0.570 -1.277 -1.512
N -1.7043 -0.3303 -2.9203 -0.803 -0.308 -0.095
C -2.9077 -1.8322 1.6698 0.540 0.122 0.387
C -2.1069 1.4364 3.3565 -0.794 0.927 1.700
C -3.1606 2.3470 1.6940 0.110 -0.286 -0.373
C -1.8177 -2.0540 0.6479 0.005 0.269 -0.691
C -3.9511 1.5905 5.1947 0.480 -0.493 -0.843
C 2.2652 -0.0485 1.7617 -0.177 0.302 -0.398
C 1.2082 1.5036 -2.5286 -0.091 0.505 -1.439
C -3.9269 -0.2219 -2.5864 1.487 -0.067 -0.482
C 3.2744 -1.5303 -2.7001 -1.705 1.435 -0.721
C 1.8423 -1.7772 -3.2278 0.202 -1.585 -1.786
C 4.3171 -0.4701 3.0290 -0.284 0.317 2.308
C 3.7384 -0.2714 1.6203 -0.563 -0.808 1.321
C -0.5305 -2.8190 -1.0521 -0.635 1.845 1.368
C 0.9772 2.8325 -2.1943 -0.515 0.232 0.751
C 5.5393 -1.3802 -1.6433 -2.142 -0.377 0.527
C -0.4311 3.9372 -0.2871 -0.195 -0.976 0.664
C 0.0945 2.7947 -1.0803 1.341 -0.692 -1.222
C 3.9452 -1.6158 -1.4946 0.670 0.385 2.317
C -5.1686 0.0929 -1.7964 0.993 1.214 -0.184
C -4.0340 2.3784 2.7281 1.258 -0.781 1.015
C 3.7089 -1.7246 1.0451 1.204 -0.561 -1.513
C 4.4975 0.9194 0.9720 -0.604 0.189 -0.140
C -3.7086 -0.9988 -3.7590 1.049 -0.451 -0.610
C -2.3113 -1.0549 -3.9333 -1.048 0.051 0.936
C 1.0289 -0.0732 1.7618 1.531 0.262 0.342
C -1.3568 -3.2069 0.0128 0.177 0.416 -0.017
B -0.1951 -0.6180 -2.3161 -2.344 -0.056 -2.473
H -2.5327 -1.9753 2.6966 -0.111 -0.045 -0.289
H -5.8667 0.7586 -2.3229 0.122 -0.434 0.111
H 3.9639 -1.2045 -3.4826 -0.577 -0.417 -0.359
H -0.3636 4.8120 -0.9147 -0.293 0.394 0.128
H 5.6130 -0.5712 -2.3873 0.142 -0.506 0.145
H 0.0368 -3.4620 -1.7160 -0.340 0.369 -0.219
H -5.6254 -0.8054 -1.4717 -0.803 -0.921 -0.017
H -3.3350 2.6644 0.6853 -0.006 -0.017 -0.247
H 3.9859 1.8065 1.4489 1.037 -0.630 -0.639
H 1.3419 3.6980 -2.7687 -0.165 -0.499 0.704
H 2.2686 -1.2876 -0.3721 0.266 -1.007 -0.432
H 3.7572 -1.2371 3.6264 0.422 0.511 -0.670
H -5.1064 2.6234 2.7800 0.898 0.100 0.078
H -4.5797 2.4794 5.3473 0.212 -0.544 0.345
H 4.2504 0.4639 3.6616 0.082 -0.804 -0.890
H 4.7129 -2.1824 0.9781 -0.355 0.331 0.437
H 5.3790 -0.7713 3.0370 -0.455 0.132 -0.389
H -1.4402 3.7256 0.1146 0.351 0.381 -0.654
H 5.9806 -2.3117 -1.9878 0.120 0.061 -0.265
H -1.5641 -4.2261 0.2732 -0.273 -0.146 0.075
H -1.7449 -1.6488 -4.6490 -0.118 0.411 0.179
H -4.5563 0.6355 5.1269 0.675 1.248 0.119
H -4.8419 0.5938 -0.8740 -0.084 0.105 -0.259
H -1.2846 1.0623 3.9221 0.053 -0.398 0.778
H 5.5956 0.8960 1.2184 -1.228 0.014 -0.193
H -3.1436 1.4928 5.9489 -0.687 0.171 -0.419
H 4.3568 0.9890 -0.1296 0.079 -0.018 0.674
H -4.4310 -1.5090 -4.4193 0.463 0.513 0.607
H -3.7007 -2.5650 1.5116 0.066 0.081 -0.010
H 1.8527 1.1398 -3.3331 -0.495 0.097 0.143
H -3.3457 -0.8163 1.5978 0.262 -0.538 -0.169
H 2.0668 -2.6061 -3.9523 0.475 0.270 0.117
H 3.0386 -2.4016 1.6116 0.514 0.592 -0.016
H 6.0694 -1.0565 -0.7533 -0.322 -0.088 0.281
H 0.1814 4.0663 0.6081 0.240 0.282 -0.100
```
Forces are in eV/Å.

Computed properties:
spin multiplicity: 2
relative energy (zero: lowest compared OMol25 entry of this formula, charge and spin): 3.322 eV
net charge: +3
electronic energy: -66193.346 eV
<S²>: 0.767
E_HOMO (spin up / spin down): -15.18 / -15.18 eV
strongest force on any atom: 0.0710 Eh/bohr
lowest unoccupied orbital energy (spin up / spin down): -10.6 / -11.2 eV

The molecule's Löwdin atomic charges, reported in e, are given here: Ti 1.195; N 0.072; N 0.213; N 0.059; N -0.024; N -0.059; N 0.058; N 0.124; N -0.071; N -0.050; N -0.011; C 0.015; C -0.149; C -0.088; C -0.243; C 0.051; C -0.037; C -0.016; C -0.343; C 0.084; C -0.120; C -0.043; C -0.510; C 0.051; C 0.065; C 0.043; C 0.020; C -0.244; C -0.169; C -0.023; C 0.029; C -0.098; C -0.003; C -0.005; C -0.071; C -0.077; C 0.054; B -0.720; H 0.100; H 0.095; H 0.133; H 0.108; H 0.101; H 0.149; H 0.065; H 0.113; H 0.115; H 0.148; H 0.133; H 0.114; H 0.160; H 0.107; H 0.124; H 0.154; H 0.112; H 0.073; H 0.104; H 0.132; H 0.115; H 0.124; H 0.053; H 0.143; H 0.119; H 0.110; H 0.081; H 0.119; H 0.109; H 0.155; H 0.080; H 0.151; H 0.158; H 0.076; H 0.105


No. 2
Here is a structure of composition C10H30LiO5S3 at a distorted geometry from the Open Molecules 2025 dataset. Energies are from ωB97M-V/def2-TZVPD.

```
49
Properties=species:S:1:pos:R:3:forces:R:3
S 29.9000 34.1550 -0.9830 -1.097 1.733 0.304
S 34.8320 33.8500 -0.5970 -2.459 1.142 0.713
S 30.2600 34.3900 3.0620 1.010 1.312 -1.215
O 31.7990 37.4950 1.3040 -1.643 0.939 0.660
O 28.2800 36.4080 0.1980 -0.310 0.062 -1.529
O 33.3430 33.9970 -0.1450 1.930 0.901 -0.468
O 30.7110 35.3840 -0.4850 -11.174 -1.295 -8.686
O 31.0130 34.5790 1.7080 -1.272 -0.996 3.027
C 30.2900 36.0300 3.8730 -6.343 -1.559 -1.505
C 35.8310 34.0720 0.8740 -1.041 -0.424 1.691
C 32.4620 38.0460 0.1590 1.355 4.697 2.635
C 34.9080 32.1190 -0.7070 4.162 -0.742 -0.761
C 30.9480 32.7900 -0.8030 -0.569 -1.530 -7.744
C 28.0880 37.7500 0.4520 1.556 2.642 4.411
C 33.9540 37.6130 0.3050 -1.593 8.146 4.409
C 28.5250 34.3470 2.5580 -1.940 4.616 4.496
C 29.8960 34.2810 -2.7810 0.367 -0.170 -2.400
C 26.7130 38.1900 0.8200 2.267 0.422 4.193
Li 31.8340 35.3860 0.1750 10.928 0.089 7.267
H 30.8870 34.7650 -3.1560 -1.770 -0.904 0.756
H 31.1840 36.1290 4.2660 4.533 1.369 1.314
H 32.3160 39.2820 0.4650 0.773 -3.160 -2.107
H 29.2190 36.5070 0.0040 0.518 -1.487 -0.186
H 34.2590 31.5820 -0.1480 -2.686 -0.852 2.132
H 36.7900 33.6530 0.6820 1.015 -0.018 -0.422
H 28.6300 37.8750 1.4390 0.276 0.561 -0.729
H 26.6460 37.8040 1.8880 -1.403 -0.355 -1.660
H 31.2220 32.4760 0.0690 1.105 -1.155 5.617
H 35.9330 35.1250 1.2980 -0.534 -1.466 -0.834
H 31.5450 38.2910 1.8870 0.457 -2.308 -1.441
H 29.6940 36.7850 3.2980 1.538 -0.361 -0.025
H 30.5340 31.8550 -1.3940 0.139 1.947 1.201
H 29.6000 35.8840 4.7160 0.198 -0.234 0.199
H 33.9160 36.7970 -0.1300 0.852 -7.999 -4.359
H 29.0010 34.7880 -3.2440 0.961 0.335 1.274
H 26.2710 37.8130 0.0060 -3.728 -1.248 -2.244
H 34.0780 37.4210 1.4190 0.581 0.770 -1.495
H 32.1640 37.8050 -0.8750 -0.952 0.006 0.725
H 29.7150 33.2900 -3.3030 0.819 0.642 1.089
H 35.8930 31.7290 -0.3140 -0.621 0.586 -0.810
H 34.7870 31.7770 -1.7100 0.083 0.056 -0.887
H 35.3610 33.3150 1.5770 0.394 1.343 -0.248
H 31.8560 33.0060 -1.3770 -0.103 0.085 0.253
H 28.5280 38.5060 -0.1690 0.534 -0.258 -1.376
H 28.5450 33.5600 1.9750 -0.691 -3.809 -3.241
H 27.5820 34.4040 3.2930 2.625 -1.042 -0.694
H 34.5220 38.4100 -0.2230 0.337 -0.950 0.724
H 26.6240 39.2630 1.0120 0.128 -0.071 -0.842
H 28.3040 35.3010 2.1060 0.488 -0.003 -1.185
```
Forces are in eV/Å.

Computed properties:
relative energy (zero: lowest compared OMol25 entry of this formula, charge and spin): 2.343 eV
net charge: +1
electronic energy: -53790.922 eV
E_HOMO: -11.80 eV
strongest force on any atom: 0.2764 Eh/bohr
lowest unoccupied orbital energy: -2.0 eV

The molecule's Löwdin atomic charges, reported in e, are given here: S 0.968; S 0.921; S 0.957; O -0.171; O -0.093; O -0.628; O -0.648; O -0.629; C -0.213; C -0.248; C -0.283; C -0.266; C -0.278; C -0.391; C -0.055; C -0.228; C -0.242; C -0.062; Li 0.439; H 0.105; H -0.011; H 0.180; H 0.035; H 0.028; H 0.036; H 0.103; H 0.106; H -0.018; H 0.089; H 0.134; H 0.073; H 0.133; H 0.065; H -0.068; H 0.075; H 0.040; H 0.120; H 0.111; H 0.077; H 0.095; H 0.057; H 0.088; H 0.049; H 0.116; H -0.028; H 0.139; H 0.108; H 0.092; H 0.022